(1)
The following is a DFT calculation (the ωB97M-V functional and the def2-TZVPD basis) of a 2-piece molecular cluster, C6H14O overall.

XYZ file:
```
21
Properties=species:S:1:pos:R:3:forces:R:3
C -1.5988 -0.6396 -1.0909 0.002 -0.021 -0.064
C -1.0877 -0.3203 0.3166 0.005 -0.023 -0.001
C -2.1727 0.3961 1.1216 -0.040 0.030 0.045
C 0.1924 0.5214 0.2894 0.000 -0.008 0.005
C 1.4717 -0.2525 0.0124 -0.015 0.266 -0.047
C 2.7258 0.5915 -0.0821 0.024 -0.014 0.004
O 1.5915 -1.4618 0.5447 0.027 -0.034 0.170
H -2.4971 -1.2650 -1.0451 0.131 0.085 0.021
H -0.8602 -1.1750 -1.6975 -0.096 0.066 0.102
H -1.8639 0.2812 -1.6268 0.047 -0.100 0.082
H -0.8311 -1.2588 0.8226 -0.051 0.123 -0.063
H -3.0907 -0.2006 1.1616 0.133 0.079 -0.019
H -2.4245 1.3637 0.6685 0.034 -0.120 0.045
H -1.8484 0.5822 2.1519 -0.033 -0.030 -0.147
H 0.3687 0.9372 1.2940 0.008 -0.065 -0.113
H 0.1022 1.3760 -0.3955 0.016 -0.126 0.076
H 1.3039 -0.5511 -1.4346 -0.007 0.006 0.154
H 2.9504 0.9173 0.9406 -0.039 -0.036 -0.113
H 2.5967 1.4717 -0.7193 0.000 -0.129 0.091
H 3.5610 -0.0185 -0.4313 -0.124 0.093 0.038
H 1.4107 -1.2950 -0.8009 -0.023 -0.041 -0.267
```
Positions in Å, forces in eV/Å.

Results
* HOMO-LUMO gap: 10.25 eV
* HOMO energy: -9.43 eV
* molar mass: 102.18 g/mol

Electronic structure analysis, Löwdin charges in units of e:
1. C -0.079
2. C -0.432
3. C -0.085
4. C -0.137
5. C -0.608
6. C -0.034
7. O -0.128
8. H 0.079
9. H 0.063
10. H 0.083
11. H 0.132
12. H 0.078
13. H 0.082
14. H 0.078
15. H 0.137
16. H 0.132
17. H 0.183
18. H 0.098
19. H 0.086
20. H 0.090
21. H 0.181

=====

(2)
The following is a DFT calculation (the ωB97M-V functional and the def2-TZVPD basis) of a 2-piece molecular cluster, C6H14O overall in a non-equilibrium geometry.

XYZ file:
```
21
Properties=species:S:1:pos:R:3:forces:R:3
C 1.0191 -1.8233 -0.3040 0.385 -0.243 0.780
C 0.5952 -0.7111 0.2900 0.170 0.807 -0.994
C 1.3958 0.5821 0.1962 0.471 -0.810 0.066
C 2.8581 0.4823 -0.2480 -0.058 -0.344 1.166
C -0.7478 -0.4887 0.9028 -0.967 -1.747 0.116
C -1.5158 -1.7931 1.2400 -0.218 0.684 0.689
H 2.0736 -1.9084 -0.5438 -0.159 0.100 -0.524
H 0.4516 -2.7409 -0.3926 -0.170 0.095 0.198
H 0.8113 1.2086 -0.4837 0.078 0.391 0.345
H 1.4856 1.0057 1.2038 -0.632 0.307 -0.197
H 3.3023 -0.3062 0.3718 0.124 -0.102 -0.305
H 3.0858 0.2795 -1.2901 -0.196 0.161 -0.074
H 3.3369 1.3806 0.1373 0.267 0.227 -0.619
H -0.6457 0.0620 1.8314 0.202 0.265 0.151
H -1.4483 0.0697 0.2850 0.341 0.470 -0.320
H -0.9269 -2.4775 1.8519 0.104 -0.050 -0.191
H -2.3691 -1.4921 1.8586 -0.011 -0.169 -0.072
H -1.9380 -2.3141 0.3855 0.258 -0.029 -0.225
O -2.9478 2.9155 -1.6471 -0.295 -0.255 -0.609
H -2.2265 3.5233 -1.5103 0.374 0.317 0.208
H -3.0284 2.8801 -2.6135 -0.069 -0.074 0.411
```
Positions in Å, forces in eV/Å.

Results
* HOMO-LUMO gap: 9.97 eV
* HOMO energy: -9.21 eV
* molar mass: 102.18 g/mol

Electronic structure analysis, Löwdin charges in units of e:
1. C 0.053
2. C -0.337
3. C -0.228
4. C -0.122
5. C -0.222
6. C -0.116
7. H 0.051
8. H 0.058
9. H 0.116
10. H 0.110
11. H 0.073
12. H 0.072
13. H 0.065
14. H 0.107
15. H 0.114
16. H 0.072
17. H 0.066
18. H 0.067
19. O -0.061
20. H 0.020
21. H 0.040

=====

(3)
The following is a DFT calculation (the ωB97M-V functional and the def2-TZVPD basis) of a 2-piece molecular cluster, C6H14O overall in a non-equilibrium geometry.

XYZ file:
```
21
Properties=species:S:1:pos:R:3:forces:R:3
C -3.2675 0.6623 0.0938 -0.654 -0.174 0.020
C -1.9519 1.1481 -0.3284 0.595 0.103 -1.230
C -0.8172 0.6933 0.6137 -0.006 0.060 -0.279
C 0.3778 0.4228 -0.2737 0.134 -0.046 -0.052
C 1.6014 -0.1412 0.4096 0.104 0.013 0.010
C 2.6808 -0.4185 -0.6156 -0.381 0.164 -0.126
O 3.8157 -0.9119 0.0596 0.420 -0.148 -0.134
H -3.2750 -5.6156 1.6487 0.000 0.002 0.000
H -4.1831 1.1469 -0.2285 0.127 -0.083 -0.029
H -3.3688 -0.1721 0.7857 0.094 0.166 -0.217
H -1.6446 0.8619 -1.4535 -0.873 0.238 2.140
H -1.9833 2.2470 -0.4004 0.083 -0.140 0.087
H -0.5748 1.4461 1.3803 -0.166 -0.072 -0.290
H -1.0964 -0.2122 1.1737 -0.036 0.126 -0.285
H 0.6216 1.3625 -0.7912 0.093 -0.170 0.009
H 0.0332 -0.2759 -1.0494 0.221 0.049 0.059
H 1.9840 0.5597 1.1607 0.004 -0.088 -0.066
H 1.3475 -1.0729 0.9299 0.065 0.101 -0.040
H 2.2987 -1.1439 -1.3548 0.127 0.073 0.153
H 2.9057 0.5122 -1.1646 0.048 -0.159 0.125
H 4.4963 -1.0984 -0.5959 0.001 -0.015 0.146
```
Positions in Å, forces in eV/Å.

Results
* HOMO-LUMO gap (alpha / beta): 10.82 / 8.90 eV
* HOMO energy (alpha / beta): -10.31 / -7.92 eV
* molar mass: 102.18 g/mol

Electronic structure analysis, Löwdin charges in units of e:
1. C 0.008
2. C -0.312
3. C -0.231
4. C -0.267
5. C -0.205
6. C -0.302
7. O -0.067
8. H 0.000
9. H 0.040
10. H 0.046
11. H 0.144
12. H 0.105
13. H 0.119
14. H 0.109
15. H 0.123
16. H 0.113
17. H 0.124
18. H 0.124
19. H 0.121
20. H 0.121
21. H 0.085

=====

(4)
The following is a DFT calculation (the ωB97M-V functional and the def2-TZVPD basis) of a 2-piece molecular cluster, C6H14O overall.

XYZ file:
```
21
Properties=species:S:1:pos:R:3:forces:R:3
C -0.4434 -0.9166 -2.8793 0.206 -0.044 -0.173
O -1.5114 -0.4629 -2.0331 -0.158 -0.287 0.323
C -1.8943 -1.2968 -1.1093 -0.102 0.393 -0.229
C 0.3034 0.0442 0.8988 -0.024 -0.015 -0.027
C -0.0418 -0.1293 2.3771 -0.026 -0.013 0.057
C 1.8092 -0.0736 0.6631 0.057 -0.013 -0.020
C -0.2301 1.3713 0.3585 -0.024 0.051 -0.018
H -0.2726 -1.9793 -2.6934 -0.019 0.155 -0.041
H 0.4459 -0.3301 -2.6315 -0.133 -0.090 -0.056
H -0.7368 -0.7275 -3.9139 0.043 -0.037 0.148
H -0.1851 -0.7766 0.3508 0.096 0.115 0.100
H -2.6754 -0.7020 -0.5727 0.090 -0.129 -0.060
H -1.1234 -0.0508 2.5391 0.162 -0.006 -0.013
H 0.4477 0.6396 2.9892 -0.065 -0.094 -0.101
H 0.2812 -1.1100 2.7446 -0.027 0.147 -0.042
H 2.0525 0.0156 -0.4031 -0.029 -0.006 0.164
H 2.1936 -1.0374 1.0159 -0.055 0.133 -0.045
H 2.3498 0.7198 1.1959 -0.087 -0.104 -0.069
H -0.0596 1.4635 -0.7212 -0.003 -0.002 0.176
H 0.2663 2.2188 0.8500 -0.067 -0.139 -0.056
H -1.3088 1.4683 0.5311 0.164 -0.014 -0.019
```
Positions in Å, forces in eV/Å.

Results
* HOMO-LUMO gap: 9.51 eV
* HOMO energy: -8.70 eV
* molar mass: 102.18 g/mol

Electronic structure analysis, Löwdin charges in units of e:
1. C -0.074
2. O -0.223
3. C 0.032
4. C -0.508
5. C -0.089
6. C -0.088
7. C -0.096
8. H 0.083
9. H 0.083
10. H 0.090
11. H 0.080
12. H 0.026
13. H 0.076
14. H 0.080
15. H 0.077
16. H 0.068
17. H 0.077
18. H 0.081
19. H 0.066
20. H 0.082
21. H 0.076

=====

(5)
The following is a DFT calculation (the ωB97M-V functional and the def2-TZVPD basis) of a 2-piece molecular cluster, C6H14O overall in a non-equilibrium geometry.

XYZ file:
```
21
Properties=species:S:1:pos:R:3:forces:R:3
C 1.8010 -0.5152 -1.0527 0.251 -0.403 -0.627
C 1.0949 0.4198 -0.4363 0.538 -0.484 0.373
C 1.1490 0.6483 1.0609 -1.916 1.414 -1.463
C 0.2646 1.4719 -1.1673 0.782 -0.980 -0.122
C -0.1368 1.1124 -2.5812 0.094 -0.095 -0.830
C -1.2741 0.0953 -2.6823 0.824 0.081 0.840
H 2.5064 -1.2069 -0.6068 -0.192 0.184 0.560
H 1.7539 -0.6627 -2.1240 -0.164 0.170 -0.085
H 1.9764 0.2612 1.6290 0.022 -0.226 0.113
H 1.0085 1.7372 1.1190 0.965 0.091 0.557
H 0.1305 0.4128 1.3936 0.360 -0.845 0.613
H 0.9865 2.2939 -1.1518 -0.643 0.556 -0.034
H -0.6332 1.6596 -0.5850 -0.028 0.496 0.228
H 0.6920 0.6982 -3.1371 0.603 -0.364 0.165
H -0.3078 1.9795 -3.2163 -0.585 0.459 0.373
H -1.3426 -0.2546 -3.7074 -0.622 0.098 -0.058
H -2.1837 0.4771 -2.2184 -0.268 0.027 -0.549
H -0.9869 -0.7619 -2.0710 -0.020 -0.181 -0.052
O -1.9370 -2.6022 5.5179 -1.669 -0.477 0.014
H -2.7999 -2.1681 5.6414 0.673 0.832 0.104
H -2.3536 -3.4708 5.3933 0.996 -0.353 -0.119
```
Positions in Å, forces in eV/Å.

Results
* HOMO-LUMO gap: 10.04 eV
* HOMO energy: -9.10 eV
* molar mass: 102.18 g/mol

Electronic structure analysis, Löwdin charges in units of e:
1. C 0.030
2. C -0.378
3. C -0.059
4. C -0.184
5. C -0.283
6. C -0.100
7. H 0.060
8. H 0.049
9. H 0.076
10. H 0.072
11. H 0.085
12. H 0.125
13. H 0.114
14. H 0.082
15. H 0.102
16. H 0.071
17. H 0.071
18. H 0.067
19. O -0.074
20. H 0.038
21. H 0.036

=====

(6)
The following is a DFT calculation (the ωB97M-V functional and the def2-TZVPD basis) of a 2-piece molecular cluster, C6H14O overall.

XYZ file:
```
21
Properties=species:S:1:pos:R:3:forces:R:3
C -3.2883 0.2389 -0.1603 0.139 0.016 0.103
C -2.1706 0.2210 0.5615 -0.164 -0.012 -0.040
C -1.1989 -0.9349 0.5978 0.002 -0.066 -0.020
C 0.2305 -0.6067 1.0464 0.029 -0.015 0.073
C 1.1690 -0.0028 0.0100 -0.288 -0.026 -0.091
O 2.4279 0.1035 0.6372 -0.023 -0.008 0.064
C 3.4382 0.6091 -0.1931 0.235 0.114 -0.156
H -3.5416 -0.5778 -0.8356 0.072 0.122 0.107
H -3.9981 1.0598 -0.1045 0.160 -0.086 0.005
H -1.9558 1.0577 1.2292 -0.021 -0.115 -0.088
H -1.5974 -1.6619 1.3179 0.049 0.073 -0.089
H -1.1957 -1.4511 -0.3725 0.009 0.081 0.135
H 0.7105 -1.5273 1.3970 -0.060 0.108 -0.038
H 0.2005 0.0703 1.9096 -0.014 -0.094 -0.089
H 1.2384 -0.6504 -0.8829 -0.017 0.077 0.153
H 0.8219 0.9876 -0.3341 0.042 -0.128 0.076
H 3.5971 -0.0247 -1.0801 -0.068 0.075 0.126
H 4.3598 0.6242 0.3955 -0.140 0.015 -0.119
H 3.2178 1.6336 -0.5324 -0.010 -0.147 0.046
H -1.2261 0.4260 -2.6743 0.078 -0.015 -0.050
H -1.2391 0.4061 -1.9322 -0.010 0.033 -0.108
```
Positions in Å, forces in eV/Å.

Results
* HOMO-LUMO gap: 10.76 eV
* HOMO energy: -9.60 eV
* molar mass: 102.18 g/mol

Electronic structure analysis, Löwdin charges in units of e:
1. C -0.036
2. C -0.216
3. C -0.225
4. C -0.185
5. C -0.265
6. O -0.198
7. C -0.125
8. H 0.061
9. H 0.053
10. H 0.103
11. H 0.115
12. H 0.105
13. H 0.116
14. H 0.117
15. H 0.124
16. H 0.121
17. H 0.088
18. H 0.088
19. H 0.088
20. H 0.056
21. H 0.016

=====

Q: What is the molar mass in the sixth record?
A: 102.18 g/mol